[1]
A structure of composition C2H3ClN. Source: the Open Molecules 2025 dataset; level of theory: ωB97M-V/def2-TZVPD.

Each line ends with the natural charge from an NBO analysis.
Geometry (Å):
Cl: -2.72 0.58 0.02  0.320
N: -1.08 -0.24 -0.38  -0.546
C: 1.35 0.15 0.14  -0.359
C: 0.19 0.14 -0.25  0.459
H: -1.02 -1.21 -0.51  0.440
H: 2.44 0.06 0.01  0.346
H: 0.84 0.52 0.98  0.340

**Net charge**: +1
**LUMO energy**: -6.88 eV
**Relative energy (zero: lowest compared OMol25 entry of this formula, charge and spin)**: 2.976 eV



[2]
A cluster of 2 separate species, C2H3ClN2O in total. Source: the Open Molecules 2025 dataset; level of theory: ωB97M-V/def2-TZVPD.

Each line ends with the Löwdin spin population.
Geometry (Å):
Cl: 2.18 -0.20 1.47  0.269
O: 1.20 1.33 -0.35  0.726
N: -0.96 -0.31 -0.10  0.055
N: 1.26 1.14 0.85  0.778
C: -0.08 -0.28 -1.01  -0.039
C: -1.59 -0.16 0.90  0.188
H: -0.28 0.25 -1.90  -0.003
H: 0.70 -0.97 -0.86  -0.005
H: -2.44 -0.79 1.01  0.031

**LUMO energy (spin up / spin down)**: 0.82 / -2.67 eV
**Relative energy (zero: lowest compared OMol25 entry of this formula, charge and spin)**: 3.598 eV
**Spin multiplicity**: 3
**Expectation value of S²**: 2.0340



[3]
The molecule C2H3ClN4O2. Source: the Open Molecules 2025 dataset; level of theory: ωB97M-V/def2-TZVPD.

Each line ends with the natural charge from an NBO analysis.
Geometry (Å):
Cl: -2.72 -0.93 -0.01  0.087
O: 1.73 -2.63 -0.46  -0.400
O: 1.29 -1.53 1.36  -0.394
N: 0.13 1.24 0.49  -0.151
N: 1.02 -1.89 0.24  0.466
N: 1.13 0.98 -0.25  -0.341
N: -0.93 -0.73 0.38  -0.294
C: -0.11 -1.40 -0.36  0.047
C: -0.73 0.46 1.00  0.166
H: -0.43 -1.92 -1.29  0.248
H: -1.52 0.71 1.85  0.234
H: 1.28 1.60 -0.91  0.332

**LUMO energy (spin up / spin down)**: -1.29 / -1.70 eV
**Relative energy (zero: lowest compared OMol25 entry of this formula, charge and spin)**: 4.476 eV



[4]
The molecule C2H3ClN4O2S. Source: the Open Molecules 2025 dataset; level of theory: ωB97M-V/def2-TZVPD.

Each line ends with the natural charge from an NBO analysis.
Geometry (Å):
Cl: 1.89 0.48 2.71  -0.163
S: 1.77 0.21 0.74  2.100
O: 2.09 -1.16 0.53  -0.875
O: 2.53 1.29 0.19  -0.870
N: -0.66 1.00 1.29  -0.234
N: -2.02 0.66 -0.49  -0.110
N: -1.96 1.16 0.62  0.039
N: -0.91 -1.32 -1.37  -0.779
C: -0.75 0.11 -0.85  -0.024
C: 0.11 0.56 0.42  -0.091
H: -1.79 -1.67 -0.88  0.375
H: -0.12 -1.82 -1.12  0.376
H: -0.19 0.51 -1.80  0.257

**SMILES string**: N[C@H]1N=NN=C1S(=O)(=O)Cl
**LUMO energy**: -1.37 eV
**Relative energy (zero: lowest compared OMol25 entry of this formula, charge and spin)**: 2.666 eV



[5]
The molecule C2H3ClNOP. Source: the Open Molecules 2025 dataset; level of theory: ωB97M-V/def2-TZVPD.

Each line ends with the natural charge from an NBO analysis.
Geometry (Å):
Cl: 1.91 1.02 0.71  0.555
P: 0.75 -0.97 -0.29  0.809
O: 0.61 1.74 0.97  -0.831
N: -0.23 0.23 -2.97  -0.289
C: 0.23 -0.13 -1.97  -0.063
C: -0.63 -0.50 0.74  -1.004
H: -0.28 -0.24 1.75  0.292
H: -1.11 0.28 0.30  0.270
H: -1.25 -1.43 0.77  0.261

**LUMO energy (spin up / spin down)**: -1.92 / -1.92 eV
**Relative energy (zero: lowest compared OMol25 entry of this formula, charge and spin)**: 5.731 eV



[6]
A cluster of 2 separate species, C2H3ClNOP in total. Source: the Open Molecules 2025 dataset; level of theory: ωB97M-V/def2-TZVPD.

Each line ends with the natural charge from an NBO analysis.
Geometry (Å):
Cl: 1.77 -2.59 1.89  -0.264
P: -0.32 0.71 1.32  1.762
O: -0.03 1.15 -0.02  -0.976
N: -3.00 0.08 2.21  -0.198
C: 0.69 0.32 2.61  -0.971
C: -1.96 0.39 1.83  -0.164
H: 1.77 -0.02 2.29  0.281
H: 0.56 -2.63 1.42  0.273
H: 0.34 0.21 3.61  0.256

**LUMO energy (spin up / spin down)**: -0.87 / -0.87 eV
**Relative energy (zero: lowest compared OMol25 entry of this formula, charge and spin)**: 2.724 eV



[7]
The molecule C2H3ClO2. Source: the Open Molecules 2025 dataset; level of theory: ωB97M-V/def2-TZVPD.

Each line ends with the natural charge from an NBO analysis.
Geometry (Å):
Cl: -1.27 0.25 1.73  -0.034
O: -0.10 0.74 -1.44  -0.680
O: -0.17 -1.41 -0.94  -0.564
C: 0.33 0.11 0.88  -0.484
C: 0.07 -0.29 -0.56  0.759
H: 0.86 -0.78 1.43  0.252
H: 0.86 1.07 1.09  0.248
H: -0.59 0.31 -2.20  0.502

**SMILES string**: O=C(O)CCl
**LUMO energy**: 0.50 eV
**Relative energy (zero: lowest compared OMol25 entry of this formula, charge and spin)**: 0.000 eV



[8]
A cluster of 2 separate species, C2H3ClO2P in total. Source: the Open Molecules 2025 dataset; level of theory: ωB97M-V/def2-TZVPD.

Each line ends with the natural charge from an NBO analysis.
Geometry (Å):
Cl: 3.78 -1.61 0.14  -0.428
P: 3.39 0.47 0.06  1.907
O: 3.51 0.89 -1.33  -1.115
O: 4.20 1.29 1.05  -1.095
C: 0.36 0.05 0.51  -0.260
C: -0.06 0.52 -0.64  -0.549
H: -1.13 0.81 -1.10  0.168
H: -0.15 -0.53 1.27  0.155
H: 0.72 0.97 -1.20  0.216

**Net charge**: -1
**LUMO energy (spin up / spin down)**: 3.25 / 3.38 eV
**Relative energy (zero: lowest compared OMol25 entry of this formula, charge and spin)**: 4.070 eV



[9]
The molecule C2H3ClO2S. Source: the Open Molecules 2025 dataset; level of theory: ωB97M-V/def2-TZVPD.

Each line ends with the natural charge from an NBO analysis.
Geometry (Å):
Cl: -2.35 -0.64 -1.17  -0.060
S: 1.91 -0.02 0.17  0.493
O: 1.70 0.20 1.82  -0.824
O: -1.69 1.73 -0.27  -0.459
C: -1.35 0.64 -0.50  0.552
C: 0.08 -0.09 -0.50  -0.649
H: 0.38 -0.04 -1.53  0.241
H: -0.29 -1.08 -0.17  0.226
H: 1.60 -0.70 2.16  0.479

**SMILES string**: O=C(Cl)CSO
**LUMO energy**: 0.22 eV
**Relative energy (zero: lowest compared OMol25 entry of this formula, charge and spin)**: 1.327 eV



[10]
A cluster of 2 separate species, C2H3ClS in total. Source: the Open Molecules 2025 dataset; level of theory: ωB97M-V/def2-TZVPD.

Each line ends with the natural charge from an NBO analysis.
Geometry (Å):
Cl: -3.48 -0.01 -0.21  0.160
S: 1.96 1.21 0.02  -0.276
C: -1.99 -0.30 0.24  -0.141
C: -0.88 -0.75 0.42  -0.257
H: 0.03 -1.26 0.67  0.238
H: 1.53 -0.05 -0.11  0.132
H: 2.83 1.17 -1.02  0.146

**SMILES string**: C#CCl.S
**LUMO energy**: 0.76 eV
**Relative energy (zero: lowest compared OMol25 entry of this formula, charge and spin)**: 2.065 eV



[11]
The molecule C2H3ClSi. Source: the Open Molecules 2025 dataset; level of theory: ωB97M-V/def2-TZVPD.

Each line ends with the natural charge from an NBO analysis.
Geometry (Å):
Cl: 5.00 -0.11 0.00  0.139
Si: 0.28 -0.12 0.02  0.837
C: 2.13 0.23 -0.08  -0.470
C: 3.38 0.21 -0.02  -0.086
H: 0.07 -1.06 -1.05  -0.155
H: -0.13 -1.22 1.13  -0.131
H: -0.53 1.10 0.02  -0.135

**SMILES string**: [SiH3]C#CCl
**LUMO energy**: 0.71 eV
**Relative energy (zero: lowest compared OMol25 entry of this formula, charge and spin)**: 2.130 eV



[12]
The molecule C2H3ClSi. Source: the Open Molecules 2025 dataset; level of theory: ωB97M-V/def2-TZVPD.

Each line ends with the natural charge from an NBO analysis.
Geometry (Å):
Cl: 0.60 -0.97 -2.74  -0.352
Si: 0.28 -0.73 -0.78  1.077
C: -0.58 1.84 0.51  -0.118
C: -0.23 0.88 -0.14  -0.517
H: -0.64 -2.00 -0.63  -0.142
H: 1.44 -0.86 0.08  -0.168
H: -0.85 2.67 1.01  0.219

**SMILES string**: C#C[SiH2]Cl
**LUMO energy**: 0.65 eV
**Relative energy (zero: lowest compared OMol25 entry of this formula, charge and spin)**: 0.249 eV



[13]
A structure of composition C2H3F13InN3O13PS5. Source: the Open Molecules 2025 dataset; level of theory: ωB97M-V/def2-TZVPD.

Each line ends with the Mulliken charge.
Geometry (Å):
In: -8.19 -6.20 -13.80  1.864
S: -5.59 -8.07 -10.74  1.095
S: -5.00 -5.07 -10.48  1.154
S: -10.36 -8.04 -16.11  1.056
S: -8.16 -9.49 -15.80  1.153
S: -8.58 -3.46 -13.12  1.090
P: -4.63 -6.28 -17.11  1.266
F: -5.34 -4.99 -17.78  -0.293
F: -7.06 -7.57 -12.60  -0.703
F: -10.65 -6.43 -16.16  -0.265
F: -3.59 -6.49 -18.21  -0.219
F: -10.02 -3.36 -10.78  -0.251
F: -5.87 -7.16 -17.67  -0.240
F: -6.07 -5.65 -9.27  -0.317
F: -3.87 -5.25 -16.12  -0.273
F: -9.56 -1.52 -11.67  -0.200
F: -7.36 -5.63 -15.48  -0.643
F: -11.21 -2.70 -12.68  -0.219
F: -6.63 -9.15 -14.73  -0.433
F: -4.28 -7.36 -15.96  -0.232
O: -5.16 -9.02 -11.71  -0.359
O: -3.83 -4.67 -9.69  -0.552
O: -9.41 -4.06 -14.15  -0.675
O: -7.55 -9.55 -17.11  -0.485
O: -10.05 -7.33 -12.31  -0.634
O: -7.82 -2.30 -13.30  -0.582
O: -10.85 -5.33 -12.37  -0.570
O: -6.28 -8.33 -9.54  -0.413
O: -5.36 -4.14 -11.56  -0.381
O: -8.88 -10.54 -15.06  -0.526
O: -10.62 -8.51 -17.44  -0.627
O: -11.33 -8.50 -15.13  -0.569
O: -7.85 -4.61 -12.61  -0.474
N: -8.85 -8.01 -15.60  -0.110
N: -4.78 -6.75 -11.02  -0.287
N: -10.98 -6.51 -12.20  1.217
C: -9.92 -2.75 -12.03  0.620
C: -12.30 -7.07 -11.94  -1.001
H: -12.60 -6.71 -10.97  0.353
H: -12.99 -6.62 -12.64  0.350
H: -12.21 -8.17 -11.98  0.316

**Net charge**: -1
**LUMO energy**: 0.70 eV
**Relative energy (zero: lowest compared OMol25 entry of this formula, charge and spin)**: 0.000 eV



[14]
A cluster of 2 separate species, C2H3F2NO2S in total. Source: the Open Molecules 2025 dataset; level of theory: ωB97M-V/def2-TZVPD.

Each line ends with the natural charge from an NBO analysis.
Geometry (Å):
S: 0.62 1.10 1.33  0.731
F: 1.29 -1.47 1.20  -0.354
F: 2.28 -0.10 -0.23  -0.337
O: -0.84 0.88 1.47  -0.726
O: -1.53 1.79 0.00  -0.114
N: -2.65 1.61 -0.13  0.229
C: 0.11 -0.81 -0.81  -0.701
C: 1.09 -0.45 0.27  0.548
H: 0.67 -0.76 -1.72  0.244
H: -0.73 -0.01 -0.79  0.230
H: -0.32 -1.78 -0.60  0.249

**LUMO energy (spin up / spin down)**: -0.37 / -0.82 eV
**Relative energy (zero: lowest compared OMol25 entry of this formula, charge and spin)**: 3.236 eV



[15]
The molecule C2H3F2OP. Source: the Open Molecules 2025 dataset; level of theory: ωB97M-V/def2-TZVPD.

Each line ends with the natural charge from an NBO analysis.
Geometry (Å):
P: 0.29 0.07 -0.19  0.550
F: -1.73 0.01 -2.06  -0.321
F: -1.08 -2.03 -1.31  -0.409
O: 0.44 1.93 1.96  -0.476
C: -0.64 -0.61 -1.60  0.321
C: 0.40 0.78 1.61  0.156
H: 1.03 -1.15 0.06  0.044
H: 0.07 0.00 2.33  0.109
H: 1.22 0.99 -0.80  0.026

**SMILES string**: O=C[PH2]=C(F)F
**LUMO energy (spin up / spin down)**: -1.04 / -1.04 eV
**Relative energy (zero: lowest compared OMol25 entry of this formula, charge and spin)**: 6.495 eV



[16]
The molecule C2H3F3. Source: the Open Molecules 2025 dataset; level of theory: ωB97M-V/def2-TZVPD.

Each line ends with the natural charge from an NBO analysis.
Geometry (Å):
F: 1.17 -0.97 -0.82  -0.327
F: 1.45 0.15 0.98  -0.309
F: 0.82 1.31 -0.73  -0.340
C: 0.72 0.09 -0.10  0.980
C: -0.73 -0.08 0.15  -0.698
H: -1.20 0.78 0.58  0.235
H: -1.21 -0.21 -0.73  0.230
H: -1.03 -1.07 0.65  0.230

**SMILES string**: CC(F)(F)F
**LUMO energy**: 0.99 eV
**Relative energy (zero: lowest compared OMol25 entry of this formula, charge and spin)**: 0.430 eV



[17]
A cluster of 2 separate species, C2H3F3N2O in total. Source: the Open Molecules 2025 dataset; level of theory: ωB97M-V/def2-TZVPD.

Each line ends with the natural charge from an NBO analysis.
Geometry (Å):
F: -1.06 1.86 2.03  -0.335
F: -0.94 -0.26 1.84  -0.288
F: 0.69 0.83 2.92  -0.314
O: 0.47 -0.07 -0.19  -0.414
N: -0.43 -0.51 -1.81  -0.168
N: 0.11 -1.47 -2.23  -0.389
C: 0.36 0.94 0.46  0.299
C: -0.19 0.81 1.88  0.891
H: 0.17 -2.53 -1.74  0.259
H: 0.15 1.90 -0.04  0.155
H: 0.69 -1.49 -3.12  0.303

**LUMO energy (spin up / spin down)**: -0.07 / -0.07 eV
**Relative energy (zero: lowest compared OMol25 entry of this formula, charge and spin)**: 4.453 eV



[18]
The molecule C2H3F3S. Source: the Open Molecules 2025 dataset; level of theory: ωB97M-V/def2-TZVPD.

Each line ends with the natural charge from an NBO analysis.
Geometry (Å):
S: -1.22 1.72 0.83  -0.173
F: 1.70 -0.33 -0.58  -0.352
F: 0.87 -0.50 1.49  -0.315
F: -1.57 -0.85 -0.51  -0.334
C: -0.54 -0.02 -0.39  0.181
C: 0.62 -0.75 0.19  0.482
H: -0.22 0.27 -1.47  0.206
H: -0.05 2.39 0.41  0.147
H: 0.40 -1.93 0.03  0.158

**SMILES string**: FC(F)[C@@H](F)S
**LUMO energy**: -0.20 eV
**Relative energy (zero: lowest compared OMol25 entry of this formula, charge and spin)**: 2.381 eV



[19]
The molecule C2H3F4N. Source: the Open Molecules 2025 dataset; level of theory: ωB97M-V/def2-TZVPD.

Each line ends with the natural charge from an NBO analysis.
Geometry (Å):
F: 1.16 0.06 2.69  -0.341
F: 1.11 1.08 -0.48  -0.328
F: -0.84 0.24 1.82  -0.317
F: 2.49 -0.04 0.64  -0.336
N: 0.36 -0.97 0.02  -0.857
C: 1.15 0.09 0.39  0.732
C: 0.44 0.63 1.71  0.505
H: 0.63 1.65 1.87  0.146
H: -0.01 -1.48 0.91  0.401
H: 0.64 -1.59 -0.71  0.395

**SMILES string**: NC(F)(F)C(F)F
**LUMO energy**: 0.98 eV
**Relative energy (zero: lowest compared OMol25 entry of this formula, charge and spin)**: 0.171 eV



[20]
A structure of composition C2H3FFeO. Source: the Open Molecules 2025 dataset; level of theory: ωB97M-V/def2-TZVPD.

Each line ends with the Löwdin spin population.
Geometry (Å):
Fe: -2.18 -0.23 1.11  5.270
F: -0.86 -1.13 -0.35  0.176
O: -0.58 0.99 1.10  0.433
C: 0.34 -0.43 -0.55  0.035
C: 0.36 0.74 0.34  0.064
H: 1.25 -1.17 -0.35  0.002
H: 0.43 -0.17 -1.61  0.002
H: 1.24 1.39 0.30  0.018

**Net charge**: +2
**LUMO energy (spin up / spin down)**: -11.30 / -15.85 eV
**Relative energy (zero: lowest compared OMol25 entry of this formula, charge and spin)**: 0.000 eV
**Spin multiplicity**: 7
**Expectation value of S²**: 12.0055